Entry 1:
This record from the Open Molecules 2025 dataset describes 8 unconnected molecules or ions with the total composition C27H69O26P5 in a non-equilibrium geometry. The level of theory is wB97M-V/def2-TZVPD.

Geometry as XYZ:
```
127
Properties=species:S:1:pos:R:3:lowdin_charge:R:1
C 1.1999 0.2895 -2.0232 -0.107
O 0.4077 1.2498 -1.4288 -0.286
P -1.0825 1.0721 -0.7403 0.532
O -2.1130 0.4838 -1.6451 -0.230
O -0.7187 0.3506 0.6611 -0.230
C 0.3862 0.9368 1.4430 -0.059
O -1.2721 2.6553 -0.3218 -0.226
C -1.0485 3.5888 -1.4193 -0.093
H 0.6063 -0.5895 -2.2743 0.083
H 2.0538 0.1219 -1.3668 0.082
H 1.5648 0.7590 -2.9367 0.097
H 1.1755 1.2994 0.7845 0.070
H 0.7525 0.0361 1.9356 0.085
H -0.0256 1.6327 2.1739 0.082
H -1.9822 4.0392 -1.7561 0.063
H -0.4907 3.1768 -2.2603 0.070
H -0.5959 4.4410 -0.9124 0.092
C 2.7654 6.7287 -4.4263 -0.100
O 2.9195 5.3414 -4.1700 -0.221
P 1.6637 4.4685 -3.5619 0.530
O 1.0261 3.4489 -4.4579 -0.244
O 0.6205 5.6180 -3.0646 -0.265
C -0.5485 5.9368 -3.7800 -0.107
O 2.2008 3.9235 -2.1012 -0.228
C 3.4160 3.2614 -1.9785 -0.133
H 3.2930 6.9032 -5.3640 0.097
H 3.1680 7.2874 -3.5813 0.096
H 1.7406 7.0797 -4.5470 0.073
H -0.3361 5.8298 -4.8437 0.091
H -0.6478 7.0149 -3.6541 0.098
H -1.4509 5.3860 -3.5145 0.076
H 4.0926 3.1872 -2.8299 0.099
H 3.4325 2.2798 -1.5049 0.063
H 3.8433 3.9637 -1.2628 0.095
C -1.6161 -5.7010 5.2720 -0.079
O -0.4924 -5.7045 4.3565 -0.212
P 0.8204 -4.8954 4.6889 0.500
O 1.7475 -4.9449 3.5542 -0.230
O 1.3146 -5.4610 6.1357 -0.211
C 2.7209 -5.5718 6.3461 -0.114
O 0.3174 -3.2892 5.0678 -0.233
C 0.7897 -2.0919 4.4868 -0.159
H -2.0008 -6.6792 5.5606 0.093
H -2.4364 -5.1088 4.8665 0.088
H -1.4769 -5.2129 6.2367 0.085
H 3.0275 -4.6259 6.7925 0.086
H 3.3597 -5.6481 5.4662 0.082
H 3.0687 -6.3141 7.0644 0.090
H 0.0742 -1.2880 4.3140 0.063
H 1.1983 -2.1143 3.4766 0.079
H 1.4729 -1.5284 5.1222 0.081
C 1.9746 -7.2399 -1.5897 -0.098
O 1.3326 -5.9471 -1.3993 -0.238
P -0.2294 -6.0317 -0.8968 0.387
O -1.0687 -7.1726 -1.3946 -0.250
O -0.7795 -4.6847 -1.4886 -0.182
C 0.0142 -3.4464 -1.3459 -0.082
O -0.2132 -5.8146 0.6657 -0.208
C 0.1312 -6.9722 1.4696 -0.085
H 2.7287 -7.3421 -0.8094 0.081
H 2.4892 -7.1969 -2.5497 0.085
H 1.3772 -8.1492 -1.5237 0.082
H 0.5766 -3.1109 -2.2172 0.071
H 0.7745 -3.4669 -0.5651 0.084
H -0.5410 -2.5245 -1.1726 0.071
H 1.1469 -6.9074 1.8599 0.083
H -0.0390 -7.9676 1.0595 0.089
H -0.6115 -6.9075 2.2648 0.076
C 2.5091 3.2301 2.3367 -0.113
O 1.9385 4.3909 2.9134 -0.199
P 0.7681 4.3957 4.0457 0.506
O 0.6616 5.6502 4.8043 -0.219
O -0.5129 4.0571 3.0723 -0.224
C -1.3563 5.1093 2.6941 -0.135
O 1.0326 2.9995 4.8823 -0.215
C -0.0113 2.4519 5.6250 -0.143
H 3.5990 3.2295 2.3237 0.096
H 2.1266 3.2368 1.3160 0.079
H 2.1787 2.2480 2.6750 0.066
H -2.3916 5.1230 3.0348 0.090
H -1.5463 5.1174 1.6208 0.075
H -0.9786 6.1182 2.8602 0.087
H 0.1986 1.4369 5.9623 0.087
H -1.0038 2.3493 5.1862 0.085
H -0.2607 3.0943 6.4695 0.092
C 3.6748 -3.3768 -2.1123 -0.081
C 5.0313 -3.0437 -2.5970 -0.206
O 5.4670 -2.0618 -1.6155 -0.056
C 5.4396 -0.6860 -1.8229 -0.485
C 5.7512 0.0738 -0.5070 0.030
O 5.2398 -0.1311 -2.8759 0.089
H 3.4177 -4.0780 -2.9063 0.086
H 2.9049 -2.6442 -1.8701 0.069
H 3.6807 -4.0139 -1.2279 0.085
H 5.6441 -3.9393 -2.6992 0.125
H 5.1017 -2.6075 -3.5935 0.119
H 5.0833 0.9273 -0.3906 0.064
H 6.8109 0.3219 -0.5659 0.090
H 5.5873 -0.6813 0.2618 0.078
C -4.4085 2.5073 -2.4243 -0.074
C -4.7568 3.8616 -2.9035 -0.259
O -5.5403 3.7084 -4.0463 -0.017
C -5.7664 4.7141 -4.9216 -0.506
C -6.6895 4.3059 -6.0590 0.018
O -5.2908 5.8383 -4.9085 0.080
H -5.2861 1.8843 -2.2518 0.079
H -3.8258 2.5876 -1.5066 0.069
H -3.8559 2.0181 -3.2264 0.094
H -5.3739 4.3636 -2.1582 0.134
H -3.9065 4.4744 -3.2029 0.109
H -7.4703 3.7299 -5.5624 0.084
H -6.1973 3.6590 -6.7852 0.088
H -7.0065 5.2389 -6.5247 0.087
C -2.4676 -2.1979 2.5729 -0.035
C -2.7717 -2.9138 1.2326 -0.190
O -3.3040 -2.0459 0.2375 -0.014
C -4.5954 -1.8473 -0.0066 -0.512
C -5.0340 -0.8792 -1.0607 0.016
O -5.3900 -2.3076 0.7975 0.069
H -3.3217 -2.1312 3.2467 0.077
H -2.0894 -1.1828 2.4521 0.061
H -1.6933 -2.7853 3.0664 0.052
H -1.9192 -3.4598 0.8285 0.097
H -3.4447 -3.7593 1.3754 0.121
H -5.6769 -1.2875 -1.8405 0.094
H -4.1414 -0.5077 -1.5642 0.047
H -5.5303 -0.0245 -0.6012 0.090
```

Output
Energy above the lowest of the compared OMol25 structures with the same formula, charge and spin = 0.0 kcal/mol
HOMO energy = -0.35010 hartree
Frontier orbital gap = 9.7 eV
DFT total energy = -128804.5291 eV
Structure (SMILES) = COP(=O)(OC)OC.COP(=O)(OC)OC.COP(=O)(OC)OC.COP(=O)(OC)OC.COP(=O)(OC)OC.CCOC(C)=O.CCOC(C)=O.CCOC(C)=O

***

Entry 2:
This record from the Open Molecules 2025 dataset describes a molecular structure, C28H35F3MnN5OSSe. The level of theory is wB97M-V/def2-TZVPD.

Geometry as XYZ:
```
75
Properties=species:S:1:pos:R:3:lowdin_charge:R:1
Mn -0.3197 0.6275 0.9853 0.366
F 1.1515 5.4834 3.0248 0.122
C 2.0929 5.0337 2.1846 -0.608
F 3.2319 5.6925 2.5236 0.095
F 1.7714 5.4847 0.9591 0.116
C 2.2830 3.5493 2.2307 -0.133
C 3.5249 3.0309 2.5310 -0.027
C 3.7223 1.6542 2.5381 -0.069
C 2.6442 0.8513 2.2105 -0.134
N 1.4426 1.3341 1.9288 -0.037
C 1.2055 2.6702 1.9552 -0.685
S -0.3962 3.0943 1.5489 0.672
H 4.3456 3.6991 2.7538 0.112
H 4.6834 1.2204 2.7739 0.091
H 2.7387 -0.2274 2.1597 0.097
C -2.3309 -2.9209 3.0630 -0.030
N -3.1658 -1.7558 2.8504 -0.113
C -4.3641 -1.7476 2.1664 -0.060
C -4.7848 -0.4678 2.1242 -0.076
N -3.8445 0.2905 2.7832 -0.130
C -3.7985 1.7385 2.8242 -0.052
C -2.8339 -0.4955 3.2132 -0.744
Se -1.3344 0.0609 4.1217 0.622
H -2.9482 -3.8098 2.9429 0.087
H -1.9164 -2.8830 4.0687 0.069
H -1.5098 -2.9304 2.3479 0.075
H -4.7946 -2.6461 1.7633 0.114
H -5.6501 -0.0255 1.6655 0.116
H -4.7292 2.1185 2.4059 0.088
H -2.9499 2.0754 2.2312 0.033
H -3.6801 2.0756 3.8525 0.075
C -3.0276 0.2503 -0.5657 -0.302
O -2.1668 0.5571 0.4482 -0.412
H -3.2353 -0.8332 -0.6701 0.067
H -2.6860 0.5835 -1.5687 0.046
H -4.0130 0.7357 -0.4223 0.060
C -0.7107 1.6529 -3.7711 -0.062
C 0.6433 2.2625 -3.4181 -0.208
N 1.6145 1.3147 -2.8987 -0.087
C 2.5673 0.7429 -3.8348 -0.225
C 2.0338 -0.4500 -4.6227 -0.069
C 1.4866 0.8384 -1.6143 -0.376
C 2.5052 -0.1593 -1.1457 0.004
N 0.5778 1.2259 -0.7960 0.097
H -1.3916 2.4286 -4.1268 0.077
H -1.1694 1.1745 -2.9061 0.042
H -0.6094 0.8994 -4.5526 0.060
H 0.5138 3.0709 -2.6920 0.119
H 1.0855 2.7227 -4.3040 0.112
H 3.4669 0.4539 -3.2951 0.100
H 2.8696 1.5383 -4.5214 0.111
H 1.6368 -1.2125 -3.9495 0.062
H 2.8290 -0.8970 -5.2237 0.071
H 1.2303 -0.1521 -5.2979 0.061
H 3.4946 0.3039 -1.1176 0.091
H 2.5475 -1.0377 -1.7922 0.086
H 2.2292 -0.4822 -0.1479 0.052
H -0.0364 1.9420 -1.1709 0.051
C -0.1973 -3.7862 -2.6208 -0.116
C -0.7193 -2.4737 -2.5776 -0.104
C -0.5901 -1.7252 -1.4404 -0.056
C 0.0675 -2.2126 -0.2782 -0.182
C 0.2188 -1.3625 0.8793 -0.151
C 0.8917 -1.9639 1.9350 -0.196
C 1.3983 -3.2818 1.9050 -0.110
C 1.2545 -4.0659 0.7939 -0.079
C 0.5829 -3.5374 -0.3345 -0.190
C 0.4316 -4.3006 -1.5230 -0.065
H -0.3019 -4.3822 -3.5206 0.088
H -1.2326 -2.0669 -3.4423 0.093
H -0.9889 -0.7232 -1.3821 0.059
H 1.0180 -1.4096 2.8601 0.046
H 1.9104 -3.6734 2.7793 0.092
H 1.6491 -5.0761 0.7559 0.093
H 0.8348 -5.3085 -1.5436 0.098
```

Output
Energy above the lowest of the compared OMol25 structures with the same formula, charge and spin = 0.0 kcal/mol
HOMO energy (spin up / spin down) = -0.13867 / -0.11852 hartree
Frontier orbital gap (spin up / spin down) = 6.5 / 6.0 eV
Total charge = -1
Spin multiplicity = 2
⟨S²⟩ = 0.933
DFT total energy = -154758.3261 eV

***

Entry 3:
This record from the Open Molecules 2025 dataset describes 2 unconnected molecules or ions with the total composition C26H45FN2O3Si in a non-equilibrium geometry. The level of theory is wB97M-V/def2-TZVPD.

Geometry as XYZ:
```
78
Properties=species:S:1:pos:R:3:lowdin_charge:R:1
C 0.0699 1.4420 2.9268 -0.085
C -0.5555 0.1976 3.5315 -0.117
C 0.3643 -1.1517 3.5066 -0.102
C -0.4085 -2.5213 2.9961 -0.252
F 0.3699 -3.6338 3.6714 -0.095
C -1.9367 -2.6853 3.6571 -0.360
O -2.2087 -3.7425 4.4731 -0.161
O -3.0687 -1.7876 3.3909 -0.272
N -0.3230 -2.8156 1.5415 -0.138
C -1.4636 -2.4291 0.6841 -0.231
C -1.8179 -0.8363 0.5599 -0.118
C 1.0298 -2.8082 0.9303 -0.197
C 1.4817 -1.4580 0.1247 -0.201
C 2.9817 -1.6451 -0.5085 -0.221
C 3.1566 -1.1550 -2.0600 -0.220
C 2.7306 0.4316 -2.3247 -0.209
C 3.4636 1.3568 -1.1926 -0.208
C 3.8793 2.8648 -1.6581 -0.259
C 3.1521 3.4303 -3.0075 -0.287
Si 1.2878 3.9804 -2.7220 0.523
C 1.0079 5.4208 -4.0285 -0.252
C 0.0141 2.6084 -3.1694 -0.241
C 1.0434 4.7920 -0.9915 -0.203
C 1.2046 4.0309 0.4576 -0.064
C 1.0323 4.7786 1.9320 -0.054
C 0.6684 6.3955 1.9820 -0.067
C 0.4471 7.1930 0.5560 -0.070
C 0.6312 6.4101 -0.9098 -0.053
H -0.4305 2.0875 2.0878 0.051
H 1.1670 1.6778 3.3346 0.065
H -1.6293 0.3185 3.9814 0.111
H 0.6660 -1.3709 4.6411 0.136
H 1.3681 -0.9254 2.9515 0.103
H -2.4919 -2.9774 0.9449 0.095
H -1.2190 -2.7964 -0.4262 0.123
H -2.7753 -0.4898 1.1507 0.079
H -2.0704 -0.6308 -0.5891 0.073
H -0.8813 -0.1303 0.7824 0.060
H 1.0859 -3.7073 0.1490 0.134
H 1.9034 -3.0400 1.7106 0.147
H 1.4169 -0.4782 0.7758 0.094
H 0.6965 -1.3091 -0.7573 0.110
H 3.1939 -2.8204 -0.5062 0.111
H 3.7992 -1.1987 0.2382 0.121
H 4.3265 -1.1957 -2.2937 0.116
H 2.6114 -1.8103 -2.8607 0.110
H 3.0313 0.6559 -3.4332 0.107
H 1.5606 0.4816 -2.1588 0.091
H 2.8232 1.3390 -0.2079 0.092
H 4.4824 0.7982 -0.9169 0.114
H 3.7406 3.6536 -0.7728 0.107
H 5.0519 2.8582 -1.8675 0.111
H 3.2518 2.7564 -3.9590 0.076
H 3.7097 4.4506 -3.2807 0.093
H 1.8140 6.2508 -3.7360 0.048
H 1.2693 5.0940 -5.1242 0.049
H -0.0489 5.9236 -3.9212 0.044
H -0.9862 3.0837 -3.6134 0.056
H 0.4283 1.9095 -4.0413 0.057
H -0.2896 1.9578 -2.2454 0.032
H 1.4589 2.8890 0.4902 0.058
H 1.1932 4.1572 2.9116 0.066
H 0.5859 6.8860 3.0436 0.078
H 0.1753 8.3381 0.5497 0.075
H 0.4466 7.0813 -1.8595 0.070
C -3.9519 -7.1246 -0.5105 0.042
C -4.2518 -5.6671 -0.3478 -0.440
O -4.2023 -4.8237 -1.2196 0.168
N -4.6633 -5.1340 0.8912 0.083
C -6.0995 -5.3542 1.1672 0.042
H -3.2749 -7.2678 -1.3569 0.111
H -3.4633 -7.5049 0.3901 0.103
H -4.8803 -7.6722 -0.6886 0.105
H -4.0999 -5.5563 1.6349 0.203
H -4.4828 -4.1281 0.7948 0.183
H -6.2854 -5.0386 2.1974 0.124
H -6.3297 -6.4155 1.0538 0.110
H -6.6837 -4.7442 0.4730 0.123
```

Output
HOMO energy = -0.25670 hartree
Frontier orbital gap = 5.4 eV
DFT total energy = -47389.2959 eV